Entry 1:
Below is a cluster of 8 separate species, C34H92N8O9 in total at a distorted geometry, with properties calculated with ωB97M-V/def2-TZVPD.

As for the SMILES: COC[C@H](C)N.COC[C@H](C)N.COC[C@H](C)N.COC[C@H](C)N.COC[C@H](C)N.COC[C@H](C)N.COC[C@H](C)N.COCCNCCOC. The value obtained for the HOMO-LUMO gap is 8.8 eV. For the HOMO energy, the calculation gives -8.19 eV. The calculation puts the energy above the lowest of the compared OMol25 structures with the same formula, charge and spin at 614.8 kJ/mol. The value obtained for the maximum force is 5.11 eV/A. The calculation puts the electronic energy at -67087.36328 eV.

```
143
C34H92N8O9, DFT ωB97M-V/def2-TZVPD
C -2.72787 -2.70310 -0.93704
O -1.95983 -1.76133 -0.26353
C -0.55385 -1.73716 -0.67914
C 0.08149 -0.43483 -0.17035
N 0.17360 -0.23474 1.24276
C -0.20024 1.11545 1.70517
C 0.77120 2.16740 1.11223
O 0.77491 2.31267 -0.30710
C 1.93432 3.02090 -0.71830
H -3.79283 -2.65283 -0.71020
H -2.21443 -3.66459 -0.94182
H -2.77732 -2.36176 -1.97103
H -0.55066 -1.64514 -1.76524
H 0.11826 -2.54562 -0.39150
H -0.32166 0.43523 -0.68857
H 1.14291 -0.55515 -0.38712
H -0.28664 -0.99200 1.72737
H -0.17885 1.16388 2.79389
H -1.21682 1.40449 1.43843
H 1.76811 1.83515 1.40183
H 0.57573 3.12765 1.58953
H 2.19881 3.02543 -1.77571
H 2.83179 2.80450 -0.13882
H 1.61493 4.03789 -0.49067
C -6.16752 -3.38415 1.68716
C -6.46682 -4.29496 0.47224
C -7.92171 -4.95538 0.56964
O -8.91390 -3.96522 0.24447
C -10.24422 -4.51723 0.36175
N -6.30259 -3.54292 -0.66652
H -6.20433 -2.32209 1.44470
H -5.22704 -3.51877 2.22146
H -7.02756 -3.50317 2.34614
H -5.71170 -5.07375 0.36555
H -8.20230 -5.37613 1.53522
H -7.95603 -5.64376 -0.27478
H -10.95147 -3.68891 0.40391
H -10.31756 -4.99955 1.33647
H -10.41625 -5.16112 -0.50075
H -6.56560 -3.96874 -1.54378
H -6.87783 -2.71321 -0.63851
C 1.09920 3.59889 -5.38729
C 1.97882 2.37249 -5.41133
C 1.33497 1.01420 -4.98077
O 2.26236 -0.12366 -5.16752
C 1.85572 -1.31626 -4.62180
N 2.49670 2.45935 -6.71527
H 0.06501 3.35821 -5.63347
H 1.50752 4.39912 -6.00455
H 1.17069 4.09992 -4.42191
H 2.80612 2.60769 -4.74174
H 0.55705 0.78862 -5.71019
H 0.91862 1.02310 -3.97346
H 1.37215 -0.99356 -3.69978
H 2.73729 -1.95267 -4.54477
H 1.12831 -1.76574 -5.29775
H 1.70885 2.17901 -7.28166
H 2.92458 1.55727 -6.86781
C 7.31037 1.75287 2.06513
C 6.54351 1.26851 0.78645
C 5.09811 0.91876 1.02863
O 5.00068 -0.29035 1.82048
C 3.72790 -0.56506 2.42726
N 6.56737 2.39803 -0.12040
H 7.23251 0.94512 2.79284
H 6.88010 2.60842 2.58571
H 8.37479 1.87472 1.86449
H 6.93465 0.45021 0.18190
H 4.52936 0.70486 0.12372
H 4.65259 1.78818 1.51208
H 2.90811 -0.23149 1.79106
H 3.67853 0.14796 3.25022
H 3.71370 -1.60022 2.76832
H 7.48116 2.45254 -0.54717
H 5.88864 2.17812 -0.83528
C -2.73799 2.72168 -1.27489
C -3.23583 4.09327 -0.74164
C -2.25977 4.53321 0.43395
O -2.21812 3.76602 1.65165
C -3.35678 3.86014 2.49638
N -3.22949 4.81041 -1.92324
H -3.49626 2.43435 -2.00329
H -2.86341 2.01404 -0.45537
H -1.70686 2.55962 -1.58894
H -4.29842 4.01803 -0.51068
H -2.31134 5.59974 0.65299
H -1.24882 4.52493 0.02649
H -4.27071 3.64560 1.94249
H -3.37395 4.87068 2.90457
H -3.24019 3.27481 3.40846
H -3.75375 4.32340 -2.63604
H -2.36508 4.99801 -2.41076
C 2.23009 -5.48004 -4.17951
C 0.73829 -5.34522 -3.76505
C 0.56547 -4.33009 -2.58566
O 0.99206 -4.75555 -1.27415
C 0.37223 -5.99487 -0.87809
N 0.04234 -5.05635 -5.00337
H 2.81756 -5.59960 -3.26917
H 2.50417 -4.54625 -4.67045
H 2.45678 -6.30800 -4.85122
H 0.31708 -6.32877 -3.55692
H -0.43878 -3.91365 -2.50710
H 1.20396 -3.49010 -2.85926
H 0.91452 -6.79808 -1.37695
H -0.65487 -6.10903 -1.22468
H 0.51758 -6.13151 0.19350
H 0.43615 -5.66775 -5.70424
H -0.96093 -5.15793 -4.94651
C -3.38784 -1.52538 3.15631
C -2.47915 -2.50244 3.96124
C -0.93764 -2.10510 3.93201
O 0.02397 -2.58361 4.93139
C 1.30824 -2.08537 4.95794
N -3.00333 -2.49157 5.25951
H -4.44953 -1.74721 3.26444
H -3.06412 -1.41815 2.12103
H -3.20239 -0.49029 3.44316
H -2.52037 -3.53333 3.60958
H -0.79802 -1.02413 3.94173
H -0.59641 -2.42256 2.94667
H 1.73886 -2.15359 3.95894
H 2.05104 -2.62650 5.54405
H 1.32064 -1.07485 5.36634
H -2.90734 -1.54806 5.60688
H -2.35355 -2.97134 5.86590
C 2.75594 6.23938 1.22706
C 4.24056 5.80021 1.36129
C 4.68775 5.20771 2.70627
O 3.94197 3.97240 3.00810
C 4.24383 3.42897 4.28448
N 4.56483 4.92377 0.21064
H 2.59172 6.73378 0.26962
H 2.48266 6.85047 2.08729
H 1.93609 5.52590 1.14409
H 4.86613 6.67940 1.20706
H 4.58689 5.96850 3.48030
H 5.72198 4.89310 2.56664
H 3.86993 4.16714 4.99400
H 5.31596 3.23486 4.31537
H 3.80704 2.43353 4.36450
H 3.93438 4.13628 0.16057
H 5.44572 4.43242 0.15855
```

Results of the Löwdin charge analysis, in e, for atoms 1 through 6: C -0.127; O -0.200; C -0.164; C -0.214; N -0.047; C -0.161

Entry 2:
Below is the ion C5H11N2O with charge +1 at a distorted geometry, with properties calculated with ωB97M-V/def2-TZVPD.

As for the SMILES: N/C=C/C[C@@H]([NH3+])C=O. The value obtained for the HOMO-LUMO gap is 8.2 eV. For the HOMO energy, the calculation gives -11.64 eV. As for the charge: +1. The calculation puts the energy above the lowest of the compared OMol25 structures with the same formula, charge and spin at 191.9 kJ/mol. The value obtained for the maximum force is 1.73 eV/A. The calculation puts the electronic energy at -10383.61653 eV.

```
19
C5H11N2O, DFT ωB97M-V/def2-TZVPD
O 1.64518 0.78412 -2.25844
C 0.70728 0.52577 -1.55588
C 0.82645 0.59550 -0.03498
C 0.48847 -0.72229 0.63206
C -0.98676 -1.00980 0.43965
C -1.98263 -0.40020 1.11472
N -3.28395 -0.77784 1.04381
N 2.32512 0.95534 0.20538
H -0.26295 0.21721 -1.94452
H 0.32267 1.47964 0.35166
H 0.86908 -0.85385 1.64995
H 1.00908 -1.50059 0.05246
H -1.24124 -1.85589 -0.19691
H -1.79093 0.51270 1.67064
H -3.49309 -1.67246 0.63607
H -4.01666 -0.28172 1.51301
H 2.40134 1.49942 1.05989
H 2.67119 1.47768 -0.60954
H 2.86545 0.09049 0.23056
```

Results of the Löwdin charge analysis, in e, for atoms 1 through 6: O 0.098; C -0.165; C -0.224; C -0.175; C -0.141; C -0.202

Entry 3:
Below is a structure of composition C51H47N8O3STaTe at a distorted geometry, with properties calculated with ωB97M-V/def2-TZVPD.

The value obtained for the HOMO-LUMO gap is 6.8 eV. For the HOMO energy, the calculation gives -12.70 eV. As for the charge: +2. The calculation puts the energy above the lowest of the compared OMol25 structures with the same formula, charge and spin at 306.2 kJ/mol. The value obtained for the maximum force is 2.75 eV/A. The calculation puts the electronic energy at -91383.08632 eV.

```
112
C51H47N8O3STaTe, DFT ωB97M-V/def2-TZVPD
Ta 0.08220 -0.44750 -0.43040
O 3.82390 -0.06570 -2.38330
C 2.75390 -0.50790 -1.99480
N 2.19410 -0.22560 -0.79160
C 3.16880 0.38000 0.11030
C 2.66510 0.49930 1.51410
C 3.52450 0.45760 2.60930
C 2.99330 0.61430 3.87700
C 1.62750 0.82610 4.01450
C 0.84680 0.82990 2.87540
N 1.35400 0.66850 1.65720
C 1.98660 -1.48880 -2.82870
C 2.53430 -1.91300 -4.03740
C 1.90560 -2.92690 -4.73420
C 0.75390 -3.48300 -4.18640
C 0.25720 -2.97340 -3.00000
N 0.85260 -1.99190 -2.31440
H 3.45050 1.38480 -0.23810
H 4.09360 -0.20930 0.08930
H 4.58100 0.29010 2.47240
H 3.62750 0.56230 4.74760
H 1.17590 0.97190 4.98180
H -0.22610 0.95690 2.93280
H 3.43350 -1.43150 -4.39120
H 2.31090 -3.29260 -5.66410
H 0.23880 -4.29260 -4.68060
H -0.63970 -3.38900 -2.56410
C 2.29360 -5.91340 1.48080
C 1.40360 -5.02920 2.34540
N 0.17930 -4.69580 1.65300
C -0.06070 -3.58280 0.96170
S 1.01570 -2.22210 1.16310
N -1.11850 -3.55360 0.20240
N -1.49340 -2.45170 -0.43480
C -2.65590 -2.48410 -1.02340
C -3.53550 -3.69020 -0.97350
C -3.15130 -1.24450 -1.59750
C -4.51120 -1.07590 -1.88950
C -4.98130 0.18230 -2.21710
C -4.08670 1.24270 -2.25810
C -2.75010 0.98160 -2.01140
N -2.28520 -0.22470 -1.70970
H 3.25530 -6.05920 1.96060
H 2.45680 -5.44890 0.51280
H 1.83720 -6.88660 1.32620
H 1.91610 -4.10040 2.59550
H 1.14340 -5.55680 3.26380
H -0.47630 -5.45320 1.51510
H -2.95950 -4.55260 -0.65090
H -4.00050 -3.89790 -1.93550
H -4.31590 -3.51750 -0.23130
H -5.19210 -1.90830 -1.83370
H -6.03060 0.34580 -2.41070
H -4.40480 2.24670 -2.48700
H -2.01950 1.78050 -2.04200
C -5.57440 3.79320 1.47340
C -4.35640 2.94330 1.31950
C -4.35270 1.60450 1.70230
C -3.23460 0.81610 1.50730
C -3.16130 -0.60830 1.96830
O -3.48640 -1.52770 1.24160
C -2.61630 -0.79590 3.32170
C -2.41330 0.27740 4.19430
C -1.93630 0.04770 5.47050
C -1.65610 -1.24560 5.88740
C -1.83090 -2.31460 5.02070
C -2.31030 -2.09120 3.74620
C -2.09930 1.31990 0.85450
O -1.12100 0.49170 0.52370
C -2.04420 2.70610 0.58210
C -3.17850 3.48090 0.81970
C -0.80300 3.34380 0.13920
N 0.06540 2.67920 -0.52760
C 1.35470 3.26620 -0.82620
C 1.86270 2.74190 -2.17000
Te 0.65720 1.08940 -2.87460
C -0.70000 2.22170 -4.10630
C -1.58060 1.39600 -4.80960
C -2.52340 1.93350 -5.66260
C -2.58520 3.31030 -5.82980
C -1.69270 4.13340 -5.16340
C -0.75210 3.59540 -4.29810
C -0.60830 4.76040 0.54430
C -0.84800 5.77600 -0.37830
C -0.59320 7.09310 -0.04140
C -0.09660 7.40130 1.21400
C 0.12490 6.39580 2.13940
C -0.13700 5.07710 1.81300
H -6.46000 3.18390 1.62710
H -5.71930 4.41380 0.59150
H -5.47260 4.46330 2.32690
H -5.22120 1.16240 2.16460
H -2.66100 1.28170 3.88230
H -1.80500 0.87590 6.15070
H -1.29790 -1.41620 6.89010
H -1.61250 -3.31920 5.35060
H -2.47070 -2.90960 3.06160
H -3.13610 4.53620 0.59540
H 2.02610 2.97360 -0.01030
H 1.32350 4.36000 -0.84360
H 2.88560 2.37220 -2.12030
H 1.81610 3.50460 -2.94770
H -1.50200 0.31850 -4.67540
H -3.20130 1.28700 -6.20050
H -3.31640 3.73760 -6.49730
H -1.72690 5.20180 -5.31890
H -0.05860 4.25280 -3.79450
H -1.23800 5.52490 -1.35450
H -0.76980 7.87730 -0.76080
H 0.12300 8.42390 1.46990
H 0.50760 6.63510 3.11850
H 0.03220 4.29010 2.53470
```

Results of the Löwdin charge analysis, in e, for atoms 1 through 6: Ta 1.685; O 0.077; C -0.662; N -0.216; C -0.153; C -0.306